(1)
Here is a molecular structure, C24H34AgGeI from the OMol25 dataset. Energies are from the ωB97M-V functional and the def2-TZVPD basis.

Calculated values
- gap between HOMO and LUMO (eV) = 7.655
- relative energy (zero: lowest compared OMol25 entry of this formula, charge and spin) (eV) = 0.000
- net charge = 0
- spin multiplicity = 1
- highest occupied orbital energy (eV) = -8.3
- largest force on an atom (hartree/bohr) = 0.0086
- LUMO energy (eV) = -0.6
- DFT total energy (Ha) = -3456.36059

Atoms and positions in Å:
Ag1 0.56450 -0.61989 -0.38098
I1 0.19591 -0.52250 2.70462
C1 -1.32433 -1.89858 2.23911
C2 -1.81044 -2.59565 3.30809
C3 -2.80552 -3.57440 3.12488
C4 -3.28325 -3.81733 1.87504
C5 -2.80344 -3.09510 0.75624
C6 -3.33349 -3.37521 -0.52576
C7 -2.89403 -2.70164 -1.62071
C8 -1.89688 -1.71391 -1.47775
C9 -1.33455 -1.40048 -0.26108
C10 -1.78992 -2.09952 0.90634
H1 -1.42913 -2.40236 4.30080
H2 -3.17326 -4.12818 3.97831
H3 -4.04124 -4.57348 1.71019
H4 -4.09738 -4.13862 -0.61179
H5 -3.29740 -2.91730 -2.60189
H6 -1.58065 -1.19070 -2.37045
C11 5.42118 1.76512 -1.25065
C12 4.97340 0.37541 -1.72228
C13 5.04198 0.30088 -3.25278
C14 5.89070 -0.69328 -1.11298
C15 3.58815 0.13378 -1.28009
C16 2.45424 -0.07447 -0.89877
H7 6.46474 1.93920 -1.52379
H8 5.32646 1.84909 -0.16726
H9 4.80844 2.54270 -1.70797
H10 6.07262 0.42988 -3.59203
H11 4.42723 1.08130 -3.70314
H12 4.67805 -0.66485 -3.60430
H13 6.92456 -0.52407 -1.42322
H14 5.58753 -1.68868 -1.43874
H15 5.84322 -0.66208 -0.02410
C17 -0.98835 5.07437 2.33692
C18 -1.63422 4.21088 1.26063
C19 -1.61752 2.72598 1.61416
C20 -2.13953 1.84109 0.47544
Ge1 -0.84382 1.35937 -0.92044
C21 0.45402 2.76337 -1.36223
C22 1.45460 3.15315 -0.27591
C23 2.42567 4.24276 -0.73090
C24 1.76859 5.61270 -0.87548
H16 -1.03301 6.13324 2.08010
H17 0.06200 4.80539 2.47066
H18 -1.48962 4.93932 3.29748
H19 -1.11601 4.36782 0.30985
H20 -2.67061 4.52464 1.10404
H21 -2.23175 2.57081 2.50612
H22 -0.60232 2.43431 1.89606
H23 -2.94920 2.35704 -0.05171
H24 -2.55360 0.90406 0.84889
H25 -1.62530 1.03228 -2.20930
H26 -0.17320 3.61197 -1.65716
H27 0.98499 2.41842 -2.25274
H28 2.01859 2.26495 0.01046
H29 0.92712 3.50857 0.61568
H30 2.87250 3.94515 -1.68446
H31 3.24405 4.31034 -0.00948
H32 0.95030 5.59102 -1.59797
H33 2.48450 6.36199 -1.21551
H34 1.36121 5.94783 0.08145

Results of the natural (NBO) charge analysis, in e, for atoms 1 through 2:
1 Ag 0.770
2 I 0.161

(2)
Here is a molecular structure, C24H34AsN4OPdS in a non-equilibrium geometry from the OMol25 dataset. Energies are from the ωB97M-V functional and the def2-TZVPD basis.

Calculated values
- gap between HOMO and LUMO (alpha / beta) (eV) = 4.389 / 4.372
- relative energy (zero: lowest compared OMol25 entry of this formula, charge and spin) (eV) = 0.718
- net charge = +3
- spin multiplicity = 1
- highest occupied orbital energy (alpha / beta) (eV) = -16.2 / -16.2
- largest force on an atom (hartree/bohr) = 0.0568
- LUMO energy (alpha / beta) (eV) = -11.8 / -11.8
- DFT total energy (Ha) = -3990.00774

Atoms and positions in Å:
Pd1 -0.36391 -0.07720 0.05004
C1 -1.33449 2.59585 1.58566
N1 -0.58782 2.22496 0.37095
C2 -1.31706 2.61301 -0.85974
C3 0.75711 2.76676 0.32556
C4 0.97781 4.12235 0.28703
C5 2.26623 4.62467 0.08056
C6 3.33672 3.75776 -0.14168
C7 3.14542 2.40208 -0.06162
C8 1.86340 1.87530 0.25864
N2 1.61215 0.56699 0.45741
C9 2.54449 -0.35404 0.74553
C10 3.78126 -0.05932 1.38672
C11 4.74277 -1.02818 1.50828
C12 4.50546 -2.30975 1.00441
C13 3.25832 -2.64542 0.47081
C14 2.25915 -1.70465 0.39266
N3 0.90996 -2.07424 0.04626
C15 0.31179 -2.80251 1.19302
C16 0.77363 -2.82135 -1.20962
H1 -1.50804 3.67489 1.63256
H2 -0.77163 2.30465 2.47092
H3 -2.30007 2.09540 1.57470
H4 -1.49853 3.69126 -0.88537
H5 -2.27175 2.09128 -0.89465
H6 -0.72326 2.33805 -1.72990
H7 0.15291 4.81548 0.38593
H8 2.41739 5.69577 0.04959
H9 4.31090 4.15475 -0.39256
H10 3.95770 1.72395 -0.28225
H11 3.93658 0.92165 1.81539
H12 5.67968 -0.80120 1.99819
H13 5.27142 -3.07083 1.07781
H14 3.07299 -3.66424 0.15741
H15 0.85764 -3.73261 1.38237
H16 -0.72264 -3.04687 0.96684
H17 0.36527 -2.19047 2.09283
H18 1.14031 -3.84779 -1.11716
H19 1.32232 -2.31746 -2.00211
H20 -0.28054 -2.85450 -1.47674
C17 -2.39567 0.88156 -4.28917
As1 -0.90641 -0.23172 -3.77331
C18 -1.15632 -2.00437 -4.49341
C19 0.74531 0.51979 -4.44378
O1 -0.83026 -0.36172 -2.10452
H21 -2.56859 0.75996 -5.35834
H22 -2.18576 1.92824 -4.07812
H23 -3.27918 0.55909 -3.74154
H24 -1.33280 -1.94781 -5.56710
H25 -2.02258 -2.45504 -4.01220
H26 -0.27303 -2.61226 -4.30802
H27 0.71541 0.55145 -5.53260
H28 1.57960 -0.10341 -4.12688
H29 0.87467 1.53138 -4.06255
S1 -2.51805 -0.88600 0.93601
C20 -3.03447 -1.13518 2.56686
N4 -3.99412 -2.07027 2.74786
C21 -4.54288 -2.35148 3.94705
C22 -4.13143 -1.68008 5.06625
C23 -3.14247 -0.70259 4.92973
C24 -2.59387 -0.43528 3.68976
H30 -4.33651 -2.55719 1.92696
H31 -5.30124 -3.12073 3.97501
H32 -4.57424 -1.90153 6.02541
H33 -2.80947 -0.15276 5.80004
H34 -1.83670 0.32372 3.56590

Results of the natural (NBO) charge analysis, in e, for atoms 1 through 2:
1 Pd 1.053
2 C -0.421

(3)
Here is a molecular structure, C24H34BN6PtS8 from the OMol25 dataset. Energies are from the ωB97M-V functional and the def2-TZVPD basis.

Calculated values
- gap between HOMO and LUMO (eV) = 5.627
- net charge = -1
- spin multiplicity = 1
- highest occupied orbital energy (eV) = -3.4
- largest force on an atom (hartree/bohr) = 0.0080
- LUMO energy (eV) = 2.2
- DFT total energy (Ha) = -4593.47831

Atoms and positions in Å:
Pt1 -0.12723 -0.31869 -0.20311
C1 2.38250 -3.52945 4.67367
C2 1.28959 -2.61457 4.11690
C3 0.24959 -2.39053 5.21565
C4 0.67981 -3.29213 2.89053
N1 1.88630 -1.31456 3.72210
C5 3.23431 -1.00337 3.80695
C6 3.39310 0.24116 3.33156
N2 2.16093 0.71787 2.93656
B1 2.09237 2.07889 2.24986
N3 0.67954 2.71036 2.23304
C7 0.24076 3.35371 3.36164
C8 -0.98768 3.84322 3.11825
N4 -1.31872 3.49333 1.82166
C9 -0.29158 2.76106 1.30276
S1 -0.23948 2.07340 -0.28701
C10 -2.55444 3.95718 1.12930
C11 -2.15876 4.86023 -0.03990
C12 -3.38698 2.76975 0.66000
C13 -3.39884 4.77561 2.10789
N5 2.72675 2.10555 0.82345
C14 3.23374 3.28243 0.32790
C15 3.59972 3.07847 -0.95234
N6 3.31942 1.75822 -1.25363
C16 2.77581 1.17994 -0.15035
S2 2.25033 -0.45188 0.02131
C17 3.50088 1.12862 -2.59065
C18 2.13819 0.71510 -3.14463
C19 4.45166 -0.06252 -2.46682
C20 4.12651 2.14734 -3.54370
C21 1.21581 -0.24412 3.17449
S3 -0.42322 -0.13205 2.83703
H1 1.91704 -4.47151 4.96255
H2 2.85838 -3.10613 5.56067
H3 3.14314 -3.75172 3.92397
H4 -0.17344 -3.35262 5.51118
H5 -0.55000 -1.74433 4.86224
H6 0.71806 -1.93324 6.09082
H7 0.29488 -4.27402 3.17592
H8 1.43517 -3.42501 2.11521
H9 -0.12919 -2.70305 2.46741
H10 3.96420 -1.68028 4.20330
H11 4.28411 0.83675 3.23069
H12 2.77866 2.84465 2.89167
H13 0.84797 3.40088 4.24794
H14 -1.64016 4.40504 3.75495
H15 -1.59574 5.72470 0.31981
H16 -3.06097 5.21771 -0.53967
H17 -1.55575 4.31520 -0.76256
H18 -4.35988 3.13249 0.32148
H19 -3.53940 2.05786 1.47182
H20 -2.91079 2.24683 -0.16140
H21 -2.87341 5.66237 2.46611
H22 -3.72464 4.17542 2.95847
H23 -4.28976 5.11037 1.57775
H24 3.28979 4.16693 0.93756
H25 4.04127 3.75517 -1.65637
H26 1.65115 -0.02951 -2.51823
H27 2.27361 0.29932 -4.14512
H28 1.48076 1.58403 -3.21302
H29 4.03082 -0.82954 -1.82231
H30 5.41402 0.25953 -2.06281
H31 4.61863 -0.48980 -3.45740
H32 3.47798 3.01102 -3.69603
H33 4.26078 1.66091 -4.50936
H34 5.10673 2.48269 -3.19992
S4 -4.87190 -5.70672 -1.23744
C22 -3.78722 -4.47083 -1.03320
S5 -2.07924 -4.69069 -1.00109
C23 -1.62490 -3.02725 -0.74039
C24 -2.64547 -2.14826 -0.63012
S6 -2.43678 -0.44247 -0.36725
S7 -4.24363 -2.82960 -0.77967
S8 0.05291 -2.56095 -0.69342

Results of the Mulliken charge analysis, in e, for atoms 1 through 2:
1 Pt 1.239
2 C -2.220

(4)
Here is a molecular structure, C24H34F18Ni2O16 in a non-equilibrium geometry from the OMol25 dataset. Energies are from the ωB97M-V functional and the def2-TZVPD basis.

Calculated values
- gap between HOMO and LUMO (alpha / beta) (eV) = 8.494 / 8.148
- relative energy (zero: lowest compared OMol25 entry of this formula, charge and spin) (eV) = 0.522
- net charge = 0
- <S²> = 6.008
- spin multiplicity = 5
- highest occupied orbital energy (alpha / beta) (eV) = -9.3 / -9.2
- largest force on an atom (hartree/bohr) = 0.1044
- LUMO energy (alpha / beta) (eV) = -0.8 / -1.0
- DFT total energy (Ha) = -6952.89871

Atoms and positions in Å:
Ni1 -1.13516 -1.27610 -1.96054
Ni2 -2.29243 -3.36910 -3.06298
O1 -0.65387 -2.34419 -3.68046
H1 0.19562 -2.26492 -4.15651
O2 -0.08157 -0.35365 -0.57670
H2 0.67791 0.20401 -0.31834
O3 -3.06719 -1.54193 -2.67741
H3 -3.82620 -0.92749 -2.70761
O4 -1.48964 -3.17182 -1.17951
H4 -1.69367 -3.18907 -0.22420
C1 -2.23121 2.59333 -0.46114
C2 -0.99573 2.82179 -1.34316
O5 -1.07605 2.92789 -2.70292
C3 -1.32469 1.86238 -3.53365
O6 -1.55208 0.71613 -3.09620
C4 -1.22491 2.09921 -5.08336
F1 -0.25380 1.34712 -5.55929
F2 -2.35865 1.71233 -5.65459
F3 -0.89705 3.37046 -5.30664
H5 -3.04168 3.31494 -0.56366
H6 -1.93978 2.48798 0.58388
H7 -2.72792 1.64537 -0.66791
H8 -0.31366 2.01330 -1.08005
H9 -0.51789 3.75397 -1.04181
C5 3.76517 1.96840 2.53965
C6 2.31245 2.02437 1.93614
O7 1.72461 3.27007 2.31574
C7 0.69638 3.24489 3.21005
O8 0.60444 2.38338 4.03762
C8 -0.23200 4.49541 3.13356
F4 -0.40358 4.76882 1.91479
F5 -1.45246 4.21806 3.61271
F6 0.29681 5.51306 3.79856
H10 4.13995 2.97710 2.36603
H11 4.40067 1.27179 1.99287
H12 3.74690 1.82585 3.62014
H13 1.81945 1.11377 2.27652
H14 2.28717 1.92956 0.85057
C9 -4.87965 -2.03366 0.22325
C10 -4.52809 -3.42570 0.19011
O9 -5.53579 -4.06065 -0.62506
C11 -5.12730 -4.69157 -1.83838
O10 -3.99427 -4.58903 -2.39233
C12 -6.28922 -5.45086 -2.46309
F7 -6.23245 -6.76373 -2.20250
F8 -7.38777 -4.98696 -1.96320
F9 -6.29963 -5.24546 -3.82746
H15 -4.42788 -1.50575 1.06308
H16 -5.96572 -2.04358 0.31524
H17 -4.69993 -1.35712 -0.61227
H18 -4.54388 -3.93791 1.15213
H19 -3.51820 -3.57594 -0.19153
C13 2.97081 3.10589 -2.31945
C14 4.36038 3.40793 -1.83213
O11 4.45424 4.36313 -0.85202
C15 5.59702 4.88834 -0.42152
O12 6.69043 4.48145 -0.85792
C16 5.45068 5.82972 0.77790
F10 5.36791 5.14515 1.95618
F11 6.50624 6.65672 0.91744
F12 4.38589 6.59033 0.52033
H20 2.37857 2.69754 -1.50055
H21 3.05336 2.37744 -3.12608
H22 2.35094 3.86661 -2.79395
H23 5.02364 3.61751 -2.67134
H24 4.69498 2.53774 -1.26742
C17 -1.74611 -0.34946 3.00918
C18 -1.40403 -1.51937 2.05214
O13 -2.07628 -2.73943 2.36505
C19 -1.32306 -3.74696 3.01060
O14 -0.19707 -3.62674 3.43132
C20 -2.03696 -5.09822 3.44788
F13 -1.72621 -5.51887 4.67449
F14 -3.37101 -4.98038 3.42374
F15 -1.87184 -6.13766 2.53929
H25 -1.24095 0.55990 2.68366
H26 -1.62749 -0.36936 4.09253
H27 -2.82340 -0.26498 2.86635
H28 -0.31591 -1.58186 2.06654
H29 -1.66252 -1.17748 1.04995
C21 2.45004 -1.96117 2.49059
C22 2.46209 -2.50836 1.13456
O15 3.05254 -1.59565 0.25698
C23 3.48034 -1.98146 -0.97456
O16 3.43009 -3.08794 -1.51823
C24 4.08876 -0.74651 -1.73844
F16 4.45110 0.12745 -0.76018
F17 5.11316 -1.07027 -2.50630
F18 3.18477 -0.24492 -2.52076
H30 1.88310 -1.03023 2.49537
H31 3.48986 -1.83922 2.79393
H32 2.08594 -2.63897 3.26269
H33 1.47149 -2.77554 0.76656
H34 3.03989 -3.43045 1.19783

Results of the Mulliken charge analysis, in e, for atoms 1 through 2:
1 Ni 1.282
2 Ni 0.766